89
Properties=species:S:1:pos:R:3:mulliken_spin:R:1 method="wB97M-V/def2-TZVPD" relative_energy_kcal_mol=1.54 total_charge=+2 orbital_gap_ev="6.6 / 5.9" homo_energy_ev="-13.29 / -13.27" multiplicity=2 s2=0.758 e_lumo_ha="-0.2474 / -0.2705"
Re 0.091 0.001 -0.046 0.916
O 0.408 4.287 -0.517 0.007
C 0.042 3.045 -0.392 0.002
O 0.840 2.117 -0.224 -0.036
C -1.392 2.742 -0.443 0.010
C -2.419 3.631 -0.683 0.005
C -3.726 3.141 -0.672 0.001
C -3.936 1.802 -0.401 0.003
C -2.835 0.985 -0.168 0.000
N -1.592 1.435 -0.210 -0.057
C -2.892 -0.483 0.166 0.012
O -3.930 -1.076 0.282 0.003
O -1.692 -0.966 0.320 0.003
H 1.376 4.374 -0.452 0.000
H -2.204 4.674 -0.865 0.000
H -4.558 3.804 -0.861 0.000
H -4.923 1.362 -0.359 0.000
N 7.238 0.665 -1.247 0.000
C 6.587 -0.111 -0.355 0.000
O 7.129 -0.886 0.398 0.000
C 5.075 0.000 -0.336 0.000
C 4.424 -0.396 0.825 0.005
C 3.046 -0.361 0.878 -0.001
N 2.293 0.039 -0.162 0.010
C 2.925 0.426 -1.276 -0.025
C 4.299 0.421 -1.408 0.000
H 8.245 0.631 -1.241 0.000
H 6.791 1.416 -1.739 0.000
H 4.999 -0.755 1.666 0.000
H 2.515 -0.704 1.753 0.004
H 2.304 0.720 -2.104 0.021
H 4.731 0.697 -2.360 0.000
C -2.253 -1.188 5.686 0.000
C -2.625 0.278 5.496 0.000
C -3.640 0.455 4.371 0.000
C -1.384 1.156 5.313 0.000
N -0.617 0.794 4.118 0.004
C -0.853 1.046 2.835 0.023
N 0.056 0.404 2.120 0.010
N 0.843 -0.239 3.010 0.016
N 0.447 -0.012 4.190 0.001
H -3.143 -1.779 5.895 0.000
H -1.555 -1.325 6.511 0.000
H -1.796 -1.601 4.785 0.000
H -3.076 0.648 6.422 0.000
H -3.288 0.001 3.440 0.000
H -3.876 1.505 4.191 0.000
H -4.569 -0.054 4.622 0.000
H -0.684 1.034 6.139 0.000
H -1.634 2.213 5.218 0.000
H -1.668 1.644 2.470 0.001
C -1.753 -1.546 -2.552 0.017
P -0.320 -0.434 -2.443 -0.040
C -0.818 1.087 -3.312 -0.016
C -2.081 1.216 -3.885 -0.001
C -2.450 2.397 -4.515 0.001
C -1.559 3.455 -4.598 -0.001
C -0.287 3.329 -4.057 0.002
C 0.075 2.159 -3.412 0.019
C 0.876 -1.242 -3.557 0.001
C 1.732 -0.523 -4.390 -0.003
C 2.643 -1.182 -5.200 0.001
C 2.698 -2.569 -5.202 -0.002
C 1.820 -3.295 -4.408 0.002
C 0.911 -2.636 -3.597 -0.002
H -1.878 -1.888 -3.579 0.000
H -2.667 -1.055 -2.222 0.002
H -1.586 -2.398 -1.893 0.001
H -2.789 0.400 -3.855 0.000
H -3.434 2.481 -4.955 0.000
H -1.849 4.370 -5.096 0.000
H 0.423 4.141 -4.144 0.000
H 1.078 2.074 -3.009 -0.002
H 1.677 0.557 -4.443 0.000
H 3.294 -0.613 -5.849 0.000
H 3.406 -3.083 -5.836 0.000
H 1.839 -4.375 -4.426 0.000
H 0.233 -3.223 -2.992 0.000
F 1.735 -5.905 1.114 0.005
C 1.363 -4.659 0.828 0.035
C 2.007 -3.980 -0.191 -0.005
C 1.620 -2.684 -0.469 0.029
C 0.582 -2.018 0.220 0.006
C -0.033 -2.781 1.243 0.014
C 0.350 -4.070 1.557 -0.009
H 2.799 -4.467 -0.741 0.000
H 2.154 -2.184 -1.263 0.004
H -0.838 -2.354 1.817 0.002
H -0.131 -4.627 2.347 0.001



12
Properties=species:S:1:pos:R:3:nbo_charge:R:1 method="wB97M-V/def2-TZVPD" relative_energy_kcal_mol=97.52 smiles=FNc1ccc[nH]1 orbital_gap_ev=9.8 homo_energy_ev=-8.77 e_lumo_ha=0.0381
C 0.288 1.655 -0.212 -0.287
C 0.932 0.458 -0.592 -0.358
C -0.967 1.359 0.307 -0.088
C 0.073 -0.480 -0.166 0.305
N -1.075 -0.041 0.316 -0.540
N 0.194 -2.277 -0.024 -0.222
F 0.980 -2.519 1.133 -0.269
H 0.561 2.677 -0.232 0.225
H 1.945 0.175 -0.992 0.247
H -1.760 1.978 0.789 0.220
H -1.958 -0.398 0.523 0.430
H 0.788 -2.587 -0.851 0.336



88
Properties=species:S:1:pos:R:3:lowdin_charge:R:1 method="wB97M-V/def2-TZVPD" relative_energy_kcal_mol=0.00 total_charge=+1 orbital_gap_ev=7.5 homo_energy_ev=-9.56 e_lumo_ha=-0.0764
Ca 0.175 0.026 0.229 1.352
C -4.981 1.596 -2.155 -0.029
N -3.563 1.674 -1.833 -0.121
C -2.681 2.575 -2.362 -0.046
C -1.463 2.291 -1.814 -0.099
N -1.589 1.229 -0.968 -0.021
C -2.860 0.866 -0.994 -0.471
P -3.645 -0.456 -0.020 1.175
C -2.972 -0.083 1.629 -0.454
N -1.703 0.101 1.967 -0.011
C -1.695 0.328 3.313 -0.112
C -2.970 0.286 3.795 -0.036
N -3.774 0.028 2.723 -0.126
C -5.217 -0.153 2.803 -0.020
C -2.597 -1.889 -0.437 -0.474
N -1.282 -1.973 -0.297 -0.025
C -0.923 -3.213 -0.739 -0.118
C -2.036 -3.890 -1.148 -0.047
N -3.093 -3.046 -0.953 -0.124
C -4.480 -3.376 -1.245 -0.024
H -5.215 2.388 -2.860 0.098
H -5.586 1.728 -1.261 0.088
H -5.214 0.637 -2.616 0.079
H -2.993 3.327 -3.065 0.130
H -0.515 2.775 -1.979 0.123
H -0.785 0.508 3.859 0.075
H -3.367 0.416 4.787 0.130
H -5.616 0.530 3.549 0.098
H -5.459 -1.176 3.086 0.100
H -5.671 0.069 1.842 0.061
H 0.105 -3.535 -0.756 0.113
H -2.167 -4.878 -1.555 0.130
H -4.523 -3.932 -2.179 0.097
H -5.058 -2.463 -1.354 0.061
H -4.906 -3.978 -0.444 0.099
C -2.442 -1.515 -6.390 -0.034
C -2.606 -0.665 -5.123 -0.544
C -3.474 0.559 -5.442 -0.035
C -3.337 -1.501 -4.072 -0.065
C -1.225 -0.217 -4.639 -0.162
C -0.465 0.643 -5.455 -0.028
C 0.805 1.048 -5.109 -0.062
C 1.342 0.590 -3.909 -0.455
S 2.901 0.870 -3.215 1.163
C 2.466 -0.120 -1.866 -0.548
N 1.270 -0.636 -1.905 0.018
C 0.606 -0.248 -3.071 -0.297
C -0.679 -0.656 -3.447 0.029
C 3.509 -0.449 -0.865 -0.162
C 4.594 -1.172 -1.363 -0.045
C 5.623 -1.603 -0.546 -0.076
C 5.575 -1.284 0.801 -0.062
C 4.518 -0.549 1.309 -0.026
C 3.461 -0.122 0.501 -0.179
H -3.418 -1.843 -6.756 0.089
H -1.835 -2.399 -6.186 0.094
H -1.957 -0.952 -7.187 0.084
H -4.464 0.241 -5.777 0.092
H -3.040 1.173 -6.231 0.083
H -3.590 1.188 -4.557 0.057
H -4.324 -1.777 -4.448 0.095
H -3.467 -0.935 -3.143 0.057
H -2.794 -2.419 -3.840 0.084
H -0.875 0.987 -6.395 0.112
H 1.373 1.696 -5.764 0.115
H -1.213 -1.327 -2.793 0.085
H 4.615 -1.408 -2.419 0.111
H 6.450 -2.164 -0.957 0.107
H 6.374 -1.589 1.465 0.111
H 4.538 -0.278 2.353 0.061
O 1.793 1.486 0.120 -0.409
N 2.382 0.598 1.056 -0.365
C 1.370 -1.442 3.404 -0.205
Ge 2.369 0.159 3.941 0.828
C 4.015 -0.381 4.852 -0.222
C 1.406 1.257 5.250 -0.227
C 2.656 1.280 2.327 -0.243
H 1.016 -2.004 4.269 0.030
H 2.027 -2.087 2.819 0.025
H 0.499 -1.202 2.791 -0.030
H 3.769 -0.640 5.883 0.024
H 4.724 0.448 4.878 0.030
H 4.503 -1.245 4.402 0.018
H 0.975 0.632 6.033 0.025
H 0.620 1.877 4.819 0.006
H 2.126 1.928 5.721 0.026
H 1.922 2.083 2.368 0.076
H 3.644 1.756 2.316 0.092



17
Properties=species:S:1:pos:R:3:nbo_charge:R:1 method="wB97M-V/def2-TZVPD" relative_energy_kcal_mol=36.66 smiles=CCO.NNN orbital_gap_ev=9.6 homo_energy_ev=-8.90 e_lumo_ha=0.0276
C 1.318 0.523 0.512 -0.067
C 2.057 -0.262 -0.559 -0.649
O 0.488 -0.327 1.391 -0.758
H 1.058 -0.970 1.823 0.473
H 2.028 1.033 1.176 0.170
H 0.672 1.288 0.080 0.182
H 1.368 -0.727 -1.251 0.237
H 2.693 0.423 -1.129 0.218
H 2.688 -1.029 -0.116 0.199
N -1.968 0.491 -0.822 -0.321
N -1.170 -0.672 -1.016 -0.706
N -2.441 0.708 0.493 -0.684
H -1.375 1.288 -1.061 0.329
H -3.232 0.079 0.656 0.342
H -1.716 0.524 1.200 0.342
H -1.809 -1.440 -1.215 0.339
H -0.660 -0.931 -0.164 0.352



11
Properties=species:S:1:pos:R:3:nbo_charge:R:1 method="wB97M-V/def2-TZVPD" relative_energy_kcal_mol=10.87 smiles="N[C@@H](O)C(=O)O" orbital_gap_ev=10.3 homo_energy_ev=-9.66 e_lumo_ha=0.0243
C 1.282 0.383 0.100 0.763
C -0.398 0.175 0.341 0.143
N -1.010 -0.290 -0.861 -0.871
O 1.541 0.327 -1.190 -0.676
O 2.041 0.489 1.010 -0.589
O -0.551 -0.683 1.436 -0.723
H -0.735 1.195 0.592 0.164
H 0.696 0.108 -1.657 0.518
H -1.902 0.173 -1.008 0.384
H -1.195 -1.285 -0.762 0.390
H 0.231 -0.594 1.999 0.498



58
Properties=species:S:1:pos:R:3:nbo_charge:R:1 method="wB97M-V/def2-TZVPD" total_charge=-1 orbital_gap_ev=3.8 homo_energy_ev=-1.66 e_lumo_ha=0.0785
F 4.462 -0.035 1.969 -0.339
C 3.643 0.955 1.551 0.914
F 4.402 1.834 0.883 -0.325
F 3.174 1.562 2.636 -0.309
C 2.506 0.390 0.665 0.624
F 3.133 -0.512 -0.161 -0.351
F 1.735 -0.330 1.490 -0.308
C 1.789 1.407 -0.178 -0.481
C 1.153 2.596 0.540 -0.396
C -0.008 2.199 1.473 -0.208
N -0.820 1.222 0.838 -0.854
C -2.202 1.466 1.026 -0.196
C -3.065 0.341 0.391 -0.400
C -2.324 -0.609 -0.542 -0.502
S -1.935 0.051 -2.195 -0.089
H 2.562 1.765 -0.867 0.206
H 1.020 0.881 -0.750 0.286
H 0.729 3.232 -0.242 0.203
H 1.929 3.188 1.050 0.170
H 0.433 1.894 2.457 0.109
H -0.560 3.140 1.694 0.129
H -2.564 2.441 0.601 0.097
H -2.487 1.515 2.109 0.103
H -3.493 -0.265 1.198 0.185
H -3.911 0.763 -0.166 0.179
H -1.379 -0.917 -0.098 0.251
H -2.952 -1.490 -0.713 0.179
H -2.805 1.066 -2.227 0.120
C 6.890 -2.323 4.202 -0.407
C 5.383 -2.533 4.014 -0.409
C 5.180 -3.976 3.538 -0.670
S 6.550 -4.921 4.220 2.165
O 7.372 -5.412 3.141 -0.952
O 6.082 -5.836 5.232 -0.949
C 7.386 -3.533 4.986 -0.670
H 7.106 -1.394 4.728 0.224
H 7.387 -2.280 3.231 0.217
H 4.871 -2.381 4.966 0.207
H 4.966 -1.827 3.301 0.254
H 4.254 -4.423 3.893 0.254
H 5.241 -4.065 2.455 0.252
H 8.458 -3.708 4.928 0.249
H 7.065 -3.500 6.027 0.235
C -6.769 1.659 -6.397 -0.407
C -7.721 1.327 -5.239 -0.402
C -6.879 0.710 -4.117 -0.678
S -5.224 1.404 -4.292 2.176
O -4.325 0.347 -4.650 -0.926
O -4.947 2.290 -3.194 -0.933
C -5.576 2.367 -5.767 -0.674
H -7.250 2.282 -7.151 0.218
H -6.437 0.739 -6.884 0.215
H -8.193 2.246 -4.884 0.206
H -8.514 0.648 -5.549 0.219
H -7.239 0.952 -3.121 0.252
H -6.774 -0.368 -4.222 0.246
H -4.679 2.380 -6.382 0.254
H -5.828 3.377 -5.444 0.234



11
Properties=species:S:1:pos:R:3:nbo_charge:R:1 method="wB97M-V/def2-TZVPD" total_charge=+3 orbital_gap_ev="8.6 / 6.8" homo_energy_ev="-22.28 / -22.21" multiplicity=5 s2=6.017 e_lumo_ha="-0.5042 / -0.5669"
C -2.338 0.923 -0.891 0.918
O -2.606 1.932 -0.378 -0.592
H -3.245 2.686 -0.282 0.684
C -0.422 -0.623 -0.668 -0.423
C 0.574 -0.404 0.196 0.161
C 1.864 -0.125 0.547 0.286
O 2.787 -0.833 0.965 -0.732
V 3.396 -2.399 1.588 1.743
H -1.108 -1.456 -0.462 0.323
H -0.236 -0.512 -1.744 0.322
H 1.334 0.811 1.128 0.310



48
Properties=species:S:1:pos:R:3:nbo_charge:R:1 method="wB97M-V/def2-TZVPD" relative_energy_kcal_mol=76.26 total_charge=+1 orbital_gap_ev=7.2 homo_energy_ev=-11.15 e_lumo_ha=-0.1456
C -2.365 2.884 2.603 -0.736
C -2.912 2.182 1.271 0.794
O -3.280 2.952 0.345 -0.535
O -3.033 0.773 1.115 -0.558
C -1.741 0.154 0.821 -0.078
C -2.004 -0.912 -0.344 -0.427
C -0.680 -1.563 -0.975 -0.425
C 0.446 -0.491 -1.409 -0.252
N 1.787 -0.825 -0.818 -0.606
C 2.496 0.331 -0.307 0.748
N 3.201 1.181 -1.249 -0.746
N 2.597 0.667 0.998 -0.783
H -1.583 3.660 2.313 0.250
H -1.959 2.058 3.275 0.218
H -3.227 3.423 3.125 0.268
H -0.920 0.915 0.608 0.165
H -1.443 -0.439 1.767 0.180
H -2.552 -0.353 -1.191 0.239
H -2.660 -1.748 0.098 0.259
H -0.268 -2.383 -0.274 0.206
H -1.014 -2.130 -1.922 0.248
H 0.094 0.577 -1.233 0.216
H 0.556 -0.605 -2.554 0.224
H 1.733 -1.558 -0.094 0.409
H 3.462 0.595 -2.065 0.415
H 4.107 1.387 -0.771 0.419
H 1.785 0.574 1.617 0.438
H 3.513 0.945 1.396 0.444
C -7.673 -1.941 0.637 -0.722
C -6.330 -1.277 0.494 0.605
O -5.482 -1.720 -0.260 -0.566
C -6.074 -0.043 1.318 -0.735
H -7.716 -2.815 -0.015 0.237
H -7.819 -2.266 1.669 0.232
H -8.464 -1.247 0.344 0.235
H -6.148 -0.285 2.381 0.226
H -6.793 0.735 1.056 0.234
H -5.068 0.325 1.112 0.250
C 7.716 -1.386 -1.230 -0.727
C 6.768 -0.220 -1.280 0.633
O 5.622 -0.316 -0.867 -0.628
C 7.286 1.069 -1.859 -0.723
H 7.208 -2.247 -0.790 0.241
H 8.036 -1.648 -2.241 0.248
H 8.581 -1.136 -0.613 0.247
H 7.587 0.916 -2.897 0.250
H 8.132 1.428 -1.269 0.250
H 6.496 1.823 -1.832 0.219



Number 1: electronic energy -2710.72306 Ha. Number 2: electronic energy -364.64793 Ha. Number 3: electronic energy -5290.01557 Ha. Number 4: electronic energy -322.22632 Ha. Number 5: electronic energy -359.69200 Ha. Number 6: electronic energy -2676.62920 Ha. Number 7: electronic energy -1247.72047 Ha. Number 8: electronic energy -977.06077 Ha.